Formula: C2H4N2O2
Source: OMol25
Level of theory: ωB97M-V/def2-TZVPD

structure (SMILES)	CC(=O)n1[nH]o1
Kohn-Sham gap	10.948	eV
E_tot	-338.41396	hartree
E_HOMO	-0.3752	Eh

Structure (XYZ):
```
10
Properties=species:S:1:pos:R:3:mulliken_charge:R:1
C -0.145 0.890 0.004 0.56
C 1.334 0.425 0.154 -0.82
N -1.101 -1.325 0.127 -0.22
N -1.013 -0.146 -0.610 -0.01
O -0.532 1.980 0.277 -0.45
O -2.263 -0.610 0.098 -0.21
H 1.666 -0.399 -0.602 0.29
H 1.289 0.126 1.204 0.25
H 2.024 1.229 -0.097 0.33
H -1.259 -2.171 -0.555 0.27
```